ORCA calculation (wB97M-V/def2-TZVPD) on a cluster of 12 separate species, C63H149N7O12 in total in a non-equilibrium geometry.

Output
Total energy = -102740.499 eV
HOMO energy = -8.1873 eV
SMILES = CC1(C)CCCC(C)(C)N1O.CC1(C)CCCC(C)(C)N1O.CC1(C)CCCC(C)(C)N1O.CC1(C)CCCC(C)(C)N1O.COC[C@H](C)N.COC[C@H](C)N.COC[C@H](C)N.CC(C)O.CC(C)O.CC(C)O.CC(C)O.CC(C)O
ΔE to the lowest compared entry with this formula, charge and spin = 217.3 kJ/mol

ORCA input file:
```
! RIJCOSX wB97M-V def2-TZVPD def2/J DEFGRID3
* xyz 0 1
C 15.281 17.900 10.097
C 15.730 16.590 9.430
C 14.962 16.374 8.049
C 17.210 16.586 9.132
C 18.039 16.476 10.425
C 17.629 15.157 11.091
C 16.144 15.148 11.442
C 15.724 13.706 11.862
C 15.785 16.062 12.654
N 15.407 15.391 10.236
O 14.023 15.359 10.468
H 16.018 18.299 10.766
H 15.225 18.589 9.249
H 14.348 17.834 10.609
H 15.158 17.111 7.251
H 15.252 15.427 7.523
H 13.861 16.312 8.140
H 17.430 15.757 8.405
H 17.435 17.451 8.510
H 19.128 16.460 10.148
H 17.886 17.346 11.091
H 18.151 14.930 11.979
H 17.758 14.253 10.472
H 14.678 13.576 11.952
H 16.162 13.424 12.803
H 16.141 13.069 11.110
H 16.262 17.016 12.712
H 15.776 15.498 13.626
H 14.710 16.261 12.574
H 13.848 15.786 11.335
C 12.705 22.198 11.834
C 11.504 21.268 12.077
C 11.983 19.855 12.152
C 10.886 21.594 13.419
C 10.193 22.948 13.342
C 9.081 22.793 12.317
C 9.654 22.493 10.877
C 8.527 22.091 9.929
C 10.350 23.726 10.247
N 10.471 21.360 11.048
O 11.012 21.060 9.740
H 13.590 21.770 12.268
H 12.802 22.306 10.735
H 12.617 23.186 12.296
H 11.141 19.278 12.509
H 12.362 19.414 11.253
H 12.694 19.727 12.900
H 10.157 20.872 13.774
H 11.776 21.547 14.059
H 9.867 23.396 14.253
H 10.834 23.717 12.936
H 8.667 23.802 12.271
H 8.326 22.094 12.631
H 7.697 22.762 10.106
H 8.214 21.069 10.228
H 8.806 22.157 8.892
H 11.055 23.402 9.482
H 10.793 24.403 10.957
H 9.528 24.233 9.703
H 10.590 20.234 9.558
C 13.628 11.812 19.285
C 13.564 11.763 17.761
C 12.324 10.934 17.333
C 13.560 13.135 17.182
C 14.867 13.822 17.398
C 15.909 13.056 16.627
C 16.072 11.594 17.078
C 16.898 10.783 16.077
C 16.837 11.555 18.472
N 14.733 11.042 17.163
O 14.774 9.761 17.683
H 13.921 10.870 19.789
H 14.315 12.598 19.618
H 12.630 12.207 19.620
H 12.431 10.629 16.298
H 12.206 10.059 17.926
H 11.398 11.514 17.499
H 13.281 13.077 16.115
H 12.780 13.602 17.795
H 14.874 14.853 17.028
H 15.141 13.812 18.459
H 16.930 13.552 16.786
H 15.644 13.063 15.582
H 16.529 10.690 15.036
H 17.122 9.814 16.502
H 17.836 11.426 16.058
H 16.881 10.547 18.786
H 16.332 12.150 19.200
H 17.888 12.002 18.365
H 14.268 9.194 17.080
C 21.005 20.764 17.342
C 19.962 21.601 16.579
C 19.701 21.081 15.220
C 18.674 21.636 17.453
C 17.666 22.639 16.982
C 18.283 24.004 16.967
C 19.570 24.048 16.066
C 19.160 23.978 14.565
C 20.245 25.435 16.254
N 20.449 22.971 16.517
O 21.619 22.974 15.717
H 21.896 20.657 16.725
H 21.330 21.189 18.310
H 20.674 19.749 17.415
H 18.685 21.201 14.917
H 20.268 21.489 14.368
H 19.775 20.014 15.063
H 18.260 20.647 17.604
H 18.888 21.937 18.429
H 17.187 22.340 16.078
H 16.863 22.749 17.753
H 18.576 24.213 17.964
H 17.521 24.667 16.551
H 18.411 23.221 14.389
H 20.008 23.906 13.889
H 18.633 24.914 14.357
H 19.575 26.136 15.824
H 21.127 25.525 15.695
H 20.473 25.653 17.291
H 22.288 23.116 16.392
C 8.043 18.165 11.924
O 9.284 17.805 12.446
C 9.292 16.548 13.063
C 10.710 16.132 13.489
C 11.162 16.863 14.743
N 11.725 16.360 12.419
H 7.652 17.440 11.131
H 8.063 19.254 11.626
H 7.317 18.034 12.771
H 8.691 16.578 13.944
H 8.841 15.882 12.349
H 10.735 15.048 13.743
H 10.569 16.508 15.605
H 11.084 17.974 14.680
H 12.241 16.594 14.884
H 11.763 15.626 11.692
H 11.508 17.203 11.900
C 7.580 22.122 16.533
O 8.828 22.693 16.756
C 9.836 21.800 17.033
C 11.046 22.426 17.738
C 11.825 23.194 16.652
N 11.941 21.472 18.272
H 7.558 21.774 15.517
H 6.870 22.932 16.648
H 7.295 21.393 17.300
H 9.496 20.962 17.695
H 10.102 21.366 16.051
H 10.790 23.112 18.545
H 12.600 23.862 17.078
H 11.175 23.752 16.004
H 12.298 22.505 15.941
H 12.268 20.835 17.587
H 11.487 20.809 18.936
C 16.391 21.223 11.724
O 17.590 20.442 11.892
C 18.739 21.243 11.505
C 18.804 21.599 10.019
C 19.263 20.487 9.091
N 19.637 22.748 9.873
H 16.022 21.506 12.718
H 15.629 20.516 11.303
H 16.545 22.102 11.086
H 18.776 22.042 12.270
H 19.568 20.581 11.818
H 17.794 21.808 9.684
H 18.514 19.691 9.308
H 20.290 20.130 9.279
H 19.170 20.715 8.010
H 19.639 22.908 8.896
H 19.129 23.495 10.306
C 18.144 18.204 19.949
C 17.956 17.119 18.867
C 16.730 16.293 19.168
O 17.882 17.760 17.657
H 18.231 17.714 20.901
H 17.245 18.824 19.962
H 18.959 18.978 19.765
H 18.806 16.413 18.719
H 16.715 15.855 20.182
H 16.588 15.472 18.489
H 15.850 16.903 19.084
H 17.134 18.385 17.708
C 15.370 20.259 15.387
C 14.753 19.138 16.157
C 14.903 17.727 15.560
O 15.338 19.048 17.489
H 15.312 21.146 16.000
H 14.746 20.340 14.508
H 16.372 20.041 15.111
H 13.679 19.299 16.281
H 14.595 16.868 16.180
H 15.902 17.531 15.279
H 14.292 17.780 14.612
H 15.247 19.932 17.875
C 19.984 15.265 15.626
C 20.101 16.724 15.185
C 18.911 17.130 14.370
O 20.307 17.566 16.369
H 19.129 15.114 16.311
H 20.899 15.050 16.192
H 19.901 14.634 14.740
H 21.066 16.949 14.651
H 18.687 16.278 13.719
H 18.920 18.012 13.711
H 17.987 17.257 14.954
H 19.455 17.729 16.784
C 12.895 17.256 20.088
C 12.051 18.285 19.258
C 11.202 17.615 18.210
O 11.229 19.136 20.116
H 12.268 16.371 20.334
H 13.245 17.663 21.022
H 13.798 17.031 19.468
H 12.749 18.962 18.766
H 10.729 18.322 17.523
H 10.379 17.129 18.764
H 11.852 16.930 17.700
H 10.319 18.846 20.047
C 15.389 22.747 20.656
C 15.450 21.405 19.937
C 14.801 20.323 20.781
O 14.971 21.511 18.581
H 15.900 22.799 21.595
H 14.342 23.109 20.725
H 15.875 23.513 20.026
H 16.498 21.143 19.825
H 13.772 20.486 20.897
H 15.367 20.232 21.722
H 14.892 19.402 20.109
H 14.025 21.685 18.606
*
```

Löwdin population analysis, charges in e, atoms 1 to 4: atom 1 (C): -0.0150, atom 2 (C): -0.4815, atom 3 (C): -0.0361, atom 4 (C): -0.1517

ORCA calculation (wB97M-V/def2-TZVPD) on a cluster of 14 separate species, C63H151F3N5O21 in total in a non-equilibrium geometry.

Output
Total energy = -126360.623 eV
HOMO energy = -10.1992 eV

ORCA input file:
```
! RIJCOSX wB97M-V def2-TZVPD def2/J DEFGRID3
* xyz 1 1
N 17.687 -9.176 21.063
H 17.151 -9.860 21.699
H 17.685 -8.219 21.362
H 17.332 -9.294 20.059
H 18.689 -9.343 21.175
N 13.926 -13.714 21.780
H 15.278 -12.573 21.527
H 13.747 -14.000 20.846
H 13.005 -13.651 22.150
H 14.336 -14.517 22.294
C 16.999 -12.240 22.168
O 17.317 -11.233 23.088
O 15.936 -11.895 21.367
C 18.364 -12.406 21.408
F 18.234 -12.665 20.137
F 19.167 -11.280 21.464
F 19.128 -13.338 22.018
C 16.813 -11.623 24.440
C 17.629 -12.861 24.912
H 18.621 -12.471 25.024
H 17.138 -13.234 25.809
H 17.522 -13.621 24.153
H 15.742 -11.873 24.456
H 17.042 -10.816 25.057
H 16.801 -13.209 22.555
C 22.619 -5.962 25.045
C 22.495 -7.269 25.837
C 21.287 -7.148 26.795
C 20.869 -8.432 27.419
C 20.646 -9.426 26.307
C 21.873 -9.717 25.398
N 22.211 -8.392 24.818
O 23.365 -8.596 24.000
C 23.029 -10.466 26.129
C 21.431 -10.612 24.250
C 23.889 -7.525 26.534
H 23.392 -5.967 24.245
H 22.750 -5.160 25.782
H 21.632 -5.752 24.532
H 21.550 -6.418 27.565
H 20.438 -6.671 26.278
H 19.989 -8.306 28.029
H 21.660 -8.863 28.078
H 19.793 -9.091 25.672
H 20.280 -10.382 26.731
H 22.828 -11.539 26.014
H 24.010 -10.248 25.702
H 23.220 -10.293 27.176
H 22.292 -11.006 23.738
H 20.885 -11.427 24.645
H 20.815 -10.114 23.526
H 23.865 -8.239 27.324
H 24.463 -6.613 26.808
H 24.546 -7.950 25.794
H 23.113 -8.213 23.146
C 17.394 -14.458 13.289
C 18.363 -13.958 14.392
C 17.665 -14.084 15.753
C 18.696 -13.923 16.932
C 19.816 -14.993 16.765
C 20.526 -14.907 15.373
N 19.495 -14.941 14.246
O 20.250 -14.624 13.051
C 21.410 -13.630 15.286
C 21.421 -16.088 15.161
C 18.616 -12.412 14.128
H 17.734 -14.156 12.288
H 16.428 -13.968 13.378
H 17.258 -15.528 13.318
H 16.963 -13.250 15.878
H 17.178 -15.051 15.856
H 18.209 -13.946 17.914
H 19.227 -12.963 16.913
H 19.419 -15.999 16.971
H 20.695 -14.840 17.426
H 22.015 -13.560 16.221
H 22.011 -13.683 14.367
H 20.727 -12.781 15.190
H 20.938 -17.044 15.089
H 22.071 -15.962 14.292
H 22.178 -16.099 15.968
H 19.276 -11.858 14.814
H 17.625 -12.019 14.106
H 19.073 -12.320 13.132
H 19.860 -15.217 12.411
C 25.500 -18.335 18.846
C 24.337 -17.621 18.155
C 22.957 -18.322 18.351
C 22.393 -17.998 19.774
C 22.270 -16.510 19.934
C 23.549 -15.749 19.826
N 24.158 -16.106 18.457
O 25.591 -15.617 18.462
C 23.281 -14.276 19.773
C 24.489 -16.048 21.014
C 24.697 -17.614 16.607
H 25.596 -19.316 18.400
H 25.315 -18.469 19.895
H 26.420 -17.736 18.723
H 22.305 -17.972 17.559
H 23.205 -19.390 18.280
H 23.113 -18.299 20.508
H 21.525 -18.537 20.020
H 21.833 -16.324 20.923
H 21.541 -16.132 19.209
H 22.823 -14.025 18.835
H 22.599 -14.018 20.574
H 24.179 -13.681 19.944
H 24.249 -15.470 21.903
H 24.592 -17.086 21.340
H 25.504 -15.753 20.729
H 23.940 -17.175 15.929
H 24.964 -18.605 16.260
H 25.614 -17.021 16.557
H 25.579 -14.879 17.821
C 19.165 -18.547 23.303
O 18.727 -18.019 22.068
C 17.949 -16.792 22.145
C 17.579 -16.559 20.690
O 16.336 -15.867 20.509
C 15.961 -16.042 19.135
H 18.319 -18.841 23.934
H 19.730 -17.737 23.852
H 19.863 -19.365 23.054
H 18.596 -16.039 22.572
H 17.015 -17.005 22.687
H 17.488 -17.527 20.249
H 18.397 -15.983 20.185
H 15.126 -15.367 18.904
H 15.696 -17.126 18.933
H 16.780 -15.780 18.475
C 22.350 -10.564 20.465
O 21.584 -10.548 19.270
C 22.388 -10.473 18.101
C 21.548 -10.269 16.905
O 21.122 -8.843 16.720
C 20.293 -8.666 15.599
H 21.673 -10.188 21.245
H 23.248 -9.998 20.370
H 22.570 -11.570 20.683
H 22.973 -11.368 17.990
H 23.146 -9.707 18.195
H 20.644 -10.815 16.996
H 22.109 -10.621 16.059
H 19.323 -9.164 15.792
H 20.745 -9.156 14.674
H 20.236 -7.585 15.434
C 13.272 -17.308 21.681
O 13.928 -16.999 22.848
C 13.312 -17.642 23.990
C 12.135 -16.779 24.407
O 12.619 -15.431 24.480
C 11.656 -14.513 24.939
H 14.005 -17.437 20.904
H 12.538 -16.610 21.303
H 12.850 -18.330 21.723
H 14.031 -17.626 24.798
H 13.019 -18.672 23.750
H 11.799 -17.018 25.429
H 11.301 -16.857 23.734
H 10.740 -14.641 24.349
H 12.132 -13.552 24.802
H 11.353 -14.725 25.992
C 17.049 -7.189 23.949
O 18.174 -7.649 23.170
C 19.312 -6.844 23.288
C 20.360 -7.324 22.278
O 19.873 -7.274 20.925
C 21.001 -7.156 20.047
H 16.136 -7.752 23.692
H 16.899 -6.138 23.620
H 17.230 -7.209 25.024
H 19.693 -6.834 24.353
H 19.025 -5.825 22.959
H 20.688 -8.327 22.608
H 21.183 -6.657 22.436
H 21.867 -7.808 20.409
H 21.376 -6.144 20.079
H 20.696 -7.523 19.073
C 16.789 -16.650 25.942
O 17.599 -17.302 26.948
C 16.974 -18.388 27.598
C 16.773 -19.662 26.884
O 17.945 -20.405 26.992
C 18.057 -21.681 26.459
H 16.009 -16.012 26.432
H 16.243 -17.413 25.344
H 17.521 -16.151 25.290
H 16.055 -18.025 28.045
H 17.618 -18.642 28.438
H 16.628 -19.456 25.767
H 15.888 -20.178 27.362
H 17.385 -22.386 26.919
H 19.119 -21.896 26.553
H 17.831 -21.668 25.405
C 19.082 -13.901 27.974
O 17.735 -13.720 28.402
C 17.193 -14.651 29.318
C 15.665 -14.488 29.465
O 14.823 -14.905 28.379
C 14.390 -13.793 27.548
H 19.663 -14.210 28.840
H 19.491 -12.959 27.594
H 19.158 -14.646 27.163
H 17.712 -14.497 30.253
H 17.523 -15.675 28.999
H 15.423 -13.412 29.686
H 15.388 -15.121 30.269
H 13.746 -13.046 28.064
H 13.892 -14.285 26.672
H 15.188 -13.268 27.062
C 14.513 -11.370 14.934
O 15.049 -11.442 16.257
C 14.789 -10.233 16.957
C 15.297 -10.182 18.362
O 16.660 -9.750 18.468
C 17.688 -10.211 17.625
H 14.475 -12.385 14.449
H 15.204 -10.697 14.328
H 13.487 -11.089 15.049
H 13.692 -10.035 16.968
H 15.191 -9.408 16.394
H 15.151 -11.156 18.776
H 14.731 -9.431 18.959
H 18.503 -9.495 17.811
H 17.421 -10.097 16.583
H 18.008 -11.197 17.850
C 11.092 -12.507 28.879
O 11.361 -11.901 27.591
C 11.176 -10.492 27.618
C 12.404 -9.718 27.817
O 13.128 -10.107 28.981
C 14.430 -9.585 29.196
H 10.158 -12.265 29.268
H 11.844 -12.286 29.656
H 11.145 -13.583 28.778
H 10.397 -10.229 28.286
H 10.674 -10.283 26.666
H 12.232 -8.589 27.772
H 13.139 -9.914 26.999
H 14.428 -8.604 29.667
H 15.083 -9.615 28.312
H 14.887 -10.219 29.924
*
```

Löwdin population analysis, charges in e, atoms 1 to 4: atom 1 (N): 0.2913, atom 2 (H): 0.1329, atom 3 (H): 0.0893, atom 4 (H): 0.1260